{"formula": "C38H60IN4SiW", "method": "wB97M-V/def2-TZVPD", "elements": ["W", "C", "C", "C", "C", "C", "C", "C", "C", "C", "C", "C", "C", "N", "C", "C", "N", "C", "C", "C", "C", "C", "C", "C", "C", "C", "C", "C", "C", "H", "H", "H", "H", "H", "H", "H", "H", "H", "H", "H", "H", "H", "H", "H", "H", "H", "H", "H", "H", "H", "H", "H", "H", "H", "H", "H", "H", "H", "H", "H", "H", "H", "H", "H", "H", "C", "Si", "C", "C", "C", "C", "C", "C", "C", "C", "H", "H", "H", "H", "H", "H", "H", "H", "H", "H", "H", "H", "H", "H", "H", "H", "H", "H", "H", "H", "H", "I", "C", "C", "N", "N", "C", "H", "H", "H"], "coordinates": [[0.4426, -0.2365, -0.0379], [-3.4660, 0.1589, 1.2416], [-4.2075, -0.9576, 0.5360], [-4.9499, -0.4801, -0.7159], [-3.3907, -2.2287, 0.3328], [-4.1238, -3.3943, 0.5589], [-3.5586, -4.6486, 0.5161], [-2.2062, -4.7453, 0.2677], [-1.4225, -3.6237, 0.0156], [0.0277, -3.9464, -0.2969], [0.2907, -3.9087, -1.8026], [1.0245, -3.1651, 0.5340], [-2.0205, -2.3449, 0.0140], [-1.2703, -1.1600, -0.3792], [-1.7476, -0.4841, -1.5085], [-1.3317, 0.7927, -1.7330], [-0.4421, 1.3787, -0.8345], [-0.1521, 2.8033, -0.9937], [0.9740, 3.1904, -1.7502], [1.2916, 4.5380, -1.8816], [0.5088, 5.5155, -1.3098], [-0.6329, 5.1359, -0.6361], [-1.0041, 3.8015, -0.4685], [-2.3422, 3.6197, 0.2348], [-3.3920, 2.9133, -0.6231], [-2.2142, 3.0754, 1.6504], [1.8038, 2.2180, -2.5547], [1.2423, 2.1010, -3.9765], [3.2945, 2.5569, -2.6109], [-4.1510, 0.9821, 1.4425], [-2.6471, 0.5449, 0.6429], [-3.0594, -0.1828, 2.1946], [-4.9911, -1.2747, 1.2293], [-4.2875, -0.0125, -1.4419], [-5.6988, 0.2620, -0.4351], [-5.4640, -1.3081, -1.2054], [-5.1757, -3.2943, 0.7955], [-4.1548, -5.5316, 0.6971], [-1.7323, -5.7183, 0.2565], [0.1655, -4.9802, 0.0311], [-0.0668, -2.9766, -2.2394], [-0.2474, -4.7184, -2.2941], [1.3534, -4.0184, -2.0314], [1.0546, -2.1224, 0.1850], [2.0484, -3.5177, 0.3941], [0.7721, -3.1773, 1.5893], [-2.4349, -0.9941, -2.1700], [-1.6858, 1.3674, -2.5794], [2.1601, 4.8201, -2.4602], [0.7642, 6.5612, -1.4121], [-1.2769, 5.9001, -0.2207], [-2.7152, 4.6392, 0.3581], [-3.2014, 1.8493, -0.7335], [-3.4354, 3.3579, -1.6187], [-4.3762, 3.0241, -0.1652], [-1.7005, 2.1186, 1.6779], [-3.1990, 2.9511, 2.1018], [-1.6504, 3.7770, 2.2645], [1.7075, 1.2467, -2.0889], [1.2701, 3.0712, -4.4751], [0.2053, 1.7609, -3.9751], [1.8325, 1.4013, -4.5727], [3.4956, 3.3764, -3.3014], [3.8571, 1.6952, -2.9766], [3.6896, 2.8404, -1.6363], [0.6864, 2.0092, 2.8668], [1.2280, 0.2727, 2.3737], [0.7915, -0.8842, 3.8413], [-0.6160, -1.4476, 3.6116], [0.7707, -0.0620, 5.1402], [1.7837, -2.0306, 4.0634], [3.1122, 0.4698, 1.9805], [3.9259, 1.0930, 3.1177], [3.8023, -0.8286, 1.5588], [3.1189, 1.4521, 0.8047], [1.3553, 2.4034, 3.6333], [-0.3136, 1.9928, 3.2935], [0.6704, 2.7086, 2.0300], [-1.3502, -0.6449, 3.5122], [-0.9181, -2.0647, 4.4629], [-0.6856, -2.0646, 2.7114], [0.0041, 0.7114, 5.1294], [1.7308, 0.4180, 5.3390], [0.5556, -0.7247, 5.9832], [1.9735, -2.6309, 3.1757], [1.3961, -2.7020, 4.8350], [2.7450, -1.6571, 4.4186], [3.9334, 0.4519, 4.0008], [3.5417, 2.0683, 3.4135], [4.9671, 1.2332, 2.8076], [3.9957, -1.4823, 2.4051], [4.7725, -0.6129, 1.0920], [3.1937, -1.4205, 0.8661], [2.6928, 2.4224, 1.0592], [2.5652, 1.0937, -0.0849], [4.1358, 1.6208, 0.4303], [2.4241, -1.8729, -5.7266], [2.4565, -1.5231, -3.7046], [3.5196, -1.6634, -2.8358], [3.0814, -1.3282, -1.6144], [1.7857, -0.9605, -1.6422], [1.3980, -1.0803, -2.9121], [4.5364, -1.9746, -3.0012], [3.6050, -1.2793, -0.7503], [0.3866, -0.8313, -3.1957]], "mulliken_charge": [1.733, -0.870, 0.280, -1.530, 0.181, -1.102, -1.369, -1.139, 1.072, 0.100, -1.559, -1.264, -0.105, 1.278, -0.900, -0.734, 1.254, -0.209, 0.397, -0.715, -1.619, -1.129, 0.551, 0.681, -1.449, -0.940, 2.243, -1.365, -1.980, 0.546, -0.428, 0.223, 0.749, 0.261, 0.400, 0.396, 0.521, 0.404, 0.457, 0.791, 0.147, 0.473, 0.441, -0.414, 0.669, 0.231, 0.837, 0.493, 0.385, 0.400, 0.423, 0.689, 0.116, 0.376, 0.402, -0.458, 0.535, 0.473, -1.240, 0.434, 0.244, 0.343, 0.552, 0.298, 0.423, -1.409, -0.589, 2.779, -1.738, -2.036, -1.786, 2.412, -1.837, -1.048, -2.664, 0.518, 0.357, 0.466, 0.245, 0.624, 0.284, 0.322, 0.347, 0.569, 0.225, 0.575, 0.369, 0.329, 0.377, 0.503, 0.480, 0.533, -0.686, 0.277, 0.809, 0.614, 0.182, -1.342, -0.303, -0.110, 0.392, -0.335, 0.653, -0.318, 0.578], "total_energy_ha": -2357.00738, "lumo_energy_ev": [-2.73, -3.13], "total_charge": 1, "relative_energy_kj_mol": 47.0, "e_homo_ev": [-10.21, -10.65], "orbital_gap_ev": [7.5, 7.5], "spin_multiplicity": 3, "largest_force_ev_per_a": 1.13}

***

{"formula": "C3H13BO3P", "method": "wB97M-V/def2-TZVPD", "elements": ["C", "B", "O", "P", "C", "C", "O", "H", "H", "H", "H", "H", "H", "H", "H", "H", "H", "H", "H", "O", "H"], "coordinates": [[-1.7325, -2.2630, -2.2958], [-0.9854, -2.2909, -0.9159], [-1.0130, -3.4447, -0.1798], [0.0725, -0.7152, -0.2685], [1.0725, 0.7694, 0.3863], [0.3885, 1.6297, 1.4462], [0.1210, 2.9528, 1.0183], [-2.0736, -1.2539, -2.5413], [-2.5819, -2.9478, -2.3223], [-1.0497, -2.5516, -3.1023], [-0.8764, -3.3214, 0.7655], [-1.1219, -0.2100, 0.4277], [1.0205, -1.6369, 0.3619], [0.2462, -0.2793, -1.6387], [1.3091, 1.4053, -0.4708], [2.0244, 0.3895, 0.7648], [-0.5384, 1.1479, 1.8017], [1.0502, 1.7579, 2.3024], [-0.4760, 2.9524, 0.2651], [3.0068, 4.1257, 2.2134], [2.1369, 3.7840, 1.9820]], "mulliken_charge": [-0.962, 0.565, -0.552, 0.010, -0.715, -0.549, -0.493, 0.300, 0.263, 0.336, 0.298, -0.083, -0.078, -0.084, 0.414, 0.402, 0.340, 0.314, 0.237, -1.194, 0.231], "total_energy_ha": -713.90347, "lumo_energy_ev": 2.16, "total_charge": -1, "e_homo_ev": -1.74, "orbital_gap_ev": 3.9, "spin_multiplicity": 1, "largest_force_ev_per_a": 0.71}

***

{"formula": "C50H50As2N5O4RbTe", "method": "wB97M-V/def2-TZVPD", "elements": ["Rb", "C", "C", "C", "C", "C", "C", "N", "C", "C", "C", "C", "C", "N", "C", "C", "C", "C", "C", "C", "N", "H", "H", "H", "H", "H", "H", "H", "H", "H", "H", "H", "H", "H", "H", "H", "C", "As", "C", "C", "C", "C", "C", "C", "C", "As", "C", "C", "H", "H", "H", "H", "H", "H", "H", "H", "H", "H", "H", "H", "H", "H", "H", "H", "C", "C", "C", "C", "C", "C", "Te", "C", "C", "C", "H", "H", "H", "H", "H", "H", "H", "H", "H", "H", "H", "O", "C", "O", "C", "C", "C", "C", "C", "C", "N", "O", "O", "H", "H", "H", "H", "N", "C", "C", "C", "C", "C", "C", "C", "H", "H", "H", "H"], "coordinates": [[0.5630, -1.2562, -0.0212], [-0.9620, -0.4833, 3.5100], [-0.3408, -1.8523, 3.5969], [-0.9011, -2.8147, 4.4244], [-0.3074, -4.0933, 4.4205], [0.8081, -4.3205, 3.6714], [1.3784, -3.2631, 2.8898], [0.7411, -2.0390, 2.8425], [2.5949, -3.4474, 2.1729], [3.4559, -4.5621, 2.4222], [4.5941, -4.7253, 1.6950], [4.9525, -3.7712, 0.7166], [4.1091, -2.6778, 0.5707], [2.9755, -2.5082, 1.2328], [4.4847, -1.5743, -0.4044], [5.7846, -1.4796, -0.8934], [6.0924, -0.4761, -1.7954], [5.1074, 0.4137, -2.1730], [3.8390, 0.2732, -1.6222], [2.7429, 1.2456, -1.9433], [3.5385, -0.7026, -0.7609], [-1.8246, -0.3893, 4.1721], [-1.2897, -0.2728, 2.4892], [-0.2272, 0.2778, 3.7864], [-1.7872, -2.5957, 5.0051], [-0.7462, -4.9023, 4.9961], [1.2410, -5.3108, 3.6421], [3.2202, -5.2640, 3.2104], [5.2400, -5.5766, 1.8819], [5.8297, -3.9099, 0.1051], [6.5428, -2.1751, -0.5688], [7.0947, -0.3959, -2.1994], [5.3014, 1.2068, -2.8838], [2.8710, 1.6913, -2.9305], [2.7439, 2.0514, -1.2053], [1.7687, 0.7570, -1.9156], [-3.0969, 1.6609, -1.2153], [-2.5318, 0.1147, -0.1516], [-3.9080, 0.3744, 1.2592], [-3.5687, -1.2893, -1.0772], [-4.3926, -1.0063, -2.1619], [-5.1241, -2.0136, -2.7794], [-5.0467, -3.3137, -2.3056], [-4.2212, -3.6031, -1.2273], [-3.4690, -2.6066, -0.6182], [-2.1735, -3.0100, 0.8048], [-1.4563, -4.7026, 0.1307], [-3.4385, -3.8108, 2.0771], [-4.1838, 1.7371, -1.2623], [-2.6763, 1.5743, -2.2162], [-2.7003, 2.5573, -0.7349], [-4.8924, 0.5374, 0.8183], [-3.6362, 1.2270, 1.8859], [-3.9404, -0.5154, 1.8903], [-4.4510, -0.0007, -2.5564], [-5.7383, -1.7814, -3.6411], [-5.6058, -4.1052, -2.7906], [-4.1378, -4.6287, -0.8831], [-2.2261, -5.4758, 0.1137], [-0.6528, -5.0072, 0.8032], [-1.0609, -4.5251, -0.8667], [-4.1111, -4.4998, 1.5639], [-4.0216, -3.0332, 2.5715], [-2.8586, -4.3441, 2.8304], [0.1967, 6.9815, 5.6145], [0.2838, 5.8661, 4.6068], [-0.7819, 5.5718, 3.7711], [-0.7203, 4.5463, 2.8281], [-1.9287, 4.2877, 1.9707], [0.4693, 3.8137, 2.7164], [0.5926, 2.2733, 1.2954], [1.5610, 4.0847, 3.5551], [2.8426, 3.2953, 3.5174], [1.4406, 5.1092, 4.4902], [-0.8135, 7.3870, 5.6696], [0.8706, 7.8007, 5.3541], [0.4765, 6.6359, 6.6113], [-1.7001, 6.1441, 3.8567], [-2.7898, 4.8319, 2.3583], [-2.1719, 3.2251, 1.9324], [-1.7623, 4.6073, 0.9388], [3.1698, 3.0904, 2.4993], [2.7184, 2.3245, 4.0032], [3.6338, 3.8328, 4.0405], [2.2832, 5.3184, 5.1423], [-0.7947, -2.3860, -1.7705], [-0.5968, -1.4489, -2.5889], [-0.6313, -0.2126, -2.2651], [-0.2739, -1.7852, -4.0048], [0.3984, -0.8880, -4.8414], [0.6979, -1.2011, -6.1515], [0.2973, -2.4451, -6.6860], [-0.3912, -3.3540, -5.8537], [-0.6515, -3.0218, -4.5407], [0.5675, -2.7626, -8.0031], [1.1734, -1.9095, -8.7396], [0.1646, -3.8831, -8.4702], [0.6833, 0.0792, -4.4406], [1.2292, -0.5186, -6.7974], [-0.6974, -4.2989, -6.2764], [-1.1655, -3.7244, -3.8946], [-0.4882, 6.5572, -4.7337], [-0.3174, 5.8718, -3.8266], [-0.0943, 5.0395, -2.6550], [0.3138, 5.6477, -1.4740], [0.5170, 4.8756, -0.3403], [0.3009, 3.5022, -0.3883], [-0.1124, 2.8958, -1.5739], [-0.3020, 3.6668, -2.7130], [0.4739, 6.7175, -1.4451], [0.8366, 5.3504, 0.5795], [-0.2953, 1.8266, -1.6423], [-0.6209, 3.1938, -3.6328]], "mulliken_charge": [0.716, -0.302, 0.718, -0.815, -0.651, -0.925, 0.829, -0.011, 0.262, -1.007, -0.543, -1.243, 0.830, 0.115, 0.337, -0.962, -0.516, -0.913, 0.284, -0.190, 0.545, 0.345, -0.341, 0.157, 0.334, 0.357, 0.219, 0.271, 0.387, 0.242, 0.296, 0.395, 0.453, 0.453, 0.162, -0.442, -1.337, 1.663, -1.040, 0.196, -0.477, -0.824, -0.917, -0.719, -0.442, 1.564, -1.232, -1.402, 0.596, 0.325, 0.097, 0.402, 0.330, 0.126, 0.267, 0.375, 0.364, 0.224, 0.404, 0.361, 0.240, 0.463, 0.251, 0.381, -1.646, 0.689, -0.959, 1.035, -1.434, -0.287, 0.985, 0.683, -1.589, -0.922, 0.344, 0.315, 0.363, 0.285, 0.455, 0.021, 0.345, 0.288, 0.285, 0.416, 0.380, -0.330, -0.442, -0.345, 0.153, -0.104, -0.648, -0.319, -0.670, -0.147, 0.822, -0.799, -0.798, 0.383, 0.460, 0.440, 0.347, -0.585, -0.263, 0.240, -0.624, -0.432, 0.276, -0.184, -0.725, 0.478, 0.527, 0.522, 0.631], "total_energy_ha": -7273.69866, "lumo_energy_ev": [2.98, 2.98], "total_charge": -2, "relative_energy_kj_mol": 27.2, "e_homo_ev": [-0.04, -0.43], "orbital_gap_ev": [3.0, 3.4], "spin_multiplicity": 1, "largest_force_ev_per_a": 1.87}

***

{"formula": "C12H18N", "method": "wB97M-V/def2-TZVPD", "elements": ["C", "C", "C", "C", "C", "C", "C", "C", "C", "C", "C", "C", "N", "H", "H", "H", "H", "H", "H", "H", "H", "H", "H", "H", "H", "H", "H", "H", "H", "H", "H"], "coordinates": [[-0.9792, 0.2304, 2.2977], [-0.5279, 0.2746, 1.1938], [-3.2783, 0.3390, -0.2593], [-2.3376, 0.8917, -0.9984], [-3.0231, -0.9244, 0.4154], [-1.0693, 0.2581, -1.2338], [-2.1613, -1.8144, -0.1610], [-0.2085, 0.1850, -0.2102], [1.7959, 2.4185, -0.1852], [1.9113, -2.0425, 0.6793], [1.9435, 1.1859, -1.1116], [2.1135, -0.5444, 0.6578], [1.2884, -0.0221, -0.4806], [-1.5946, 0.0530, 3.1468], [-4.2146, 0.7977, 0.0593], [-2.4864, 1.9014, -1.4345], [-3.5585, -1.2899, 1.2865], [-0.8806, 0.0587, -2.3502], [-1.7954, -1.7661, -1.1583], [-2.0886, -2.7467, 0.4414], [2.4998, 2.5030, 0.6121], [1.8703, 3.2315, -0.9026], [0.7902, 2.3249, 0.1650], [0.8431, -2.0635, 0.8341], [2.2259, -2.3018, -0.3839], [2.2806, -2.5593, 1.5607], [3.0127, 1.0600, -1.2838], [1.3180, 1.3990, -2.0329], [3.2113, -0.2885, 0.4981], [1.7444, -0.0705, 1.5632], [1.3550, -0.6783, -1.2249]], "mulliken_charge": [0.720, -1.032, -0.310, -0.574, -0.435, -1.104, -0.810, 0.326, -0.992, -0.892, -0.443, -0.414, 0.303, 0.500, 0.375, 0.356, 0.475, 0.416, 0.434, 0.326, 0.349, 0.378, 0.284, 0.168, 0.277, 0.379, 0.435, 0.370, 0.367, 0.373, 0.394], "total_energy_ha": -522.35376, "lumo_energy_ev": -3.47, "total_charge": 1, "smiles": "C#C/C(=C\\C=C/C=C)[NH+](CC)CC", "relative_energy_kj_mol": 622.5, "e_homo_ev": -11.88, "orbital_gap_ev": 8.4, "spin_multiplicity": 1, "largest_force_ev_per_a": 4.09}

***

{"formula": "C3H9NOSi", "method": "wB97M-V/def2-TZVPD", "elements": ["C", "C", "C", "N", "O", "Si", "H", "H", "H", "H", "H", "H", "H", "H", "H"], "coordinates": [[1.3619, 0.1146, 0.2870], [1.6802, 1.4813, -0.1788], [-0.5325, -1.9286, -0.3692], [-0.4418, -0.5130, -0.4482], [1.8209, -0.5946, 1.0396], [-1.6260, 0.4684, 0.3330], [1.5643, 1.5196, -1.2301], [1.0670, 2.1373, 0.2530], [2.7754, 1.7933, -0.1341], [-1.5215, -2.3530, -0.3703], [-0.1722, -2.2810, -1.2958], [-0.0753, -2.2321, 0.6045], [-1.2563, 2.0034, -0.0684], [-1.7465, 0.2740, 1.9017], [-2.8975, 0.1105, -0.3239]], "mulliken_charge": [0.679, -1.094, -0.884, -0.256, -0.316, 0.291, 0.361, 0.318, 0.320, 0.361, 0.285, 0.284, -0.125, -0.091, -0.133], "total_energy_ha": -539.08500, "lumo_energy_ev": 0.67, "relative_energy_kj_mol": 303.7, "e_homo_ev": -8.56, "orbital_gap_ev": 9.2, "spin_multiplicity": 1, "largest_force_ev_per_a": 4.98}

***

Question: Number 4 is which compound?
Answer: C12H18N